This record from the OMol25 dataset describes a molecular structure, C6H6LiNiO2 in a non-equilibrium geometry. The level of theory is ωB97M-V with the def2-TZVPD basis set.

The expectation value of S² is 3.777. The energy above the lowest of the compared OMol25 structures with the same formula, charge and spin is 70.7 kJ/mol. The spin multiplicity is 4. As for the net charge: +2. The largest force on an atom comes out at 4.6 eV/Å. Its LUMO energy (alpha / beta) is -8.7235 / -9.7074 eV. For the total energy, the calculation gives -51640.1015 eV.

XYZ file:
```
16
Properties=species:S:1:pos:R:3:forces:R:3
Ni 1.3233 0.9126 1.1095 -1.201 -1.277 -0.471
O -3.3177 -0.8444 0.1140 1.985 -0.783 -2.435
O 2.1993 -0.1695 -0.3081 0.768 0.732 -0.331
C 1.6723 -1.3329 -0.0181 -0.985 -0.034 -0.432
C -2.3299 -0.7642 -0.4862 -1.251 1.902 4.002
C -1.0175 -0.2681 -0.6025 -0.341 -1.560 -1.860
C -0.7744 1.7238 0.9394 -0.046 -0.081 0.132
C 0.4798 -1.3110 0.6846 0.612 0.141 0.045
C -0.8034 1.1541 -0.2940 0.714 0.508 0.277
Li 3.2360 0.2068 -1.8070 0.258 -0.013 -0.004
H 2.1261 -2.2247 -0.4698 0.035 0.091 0.380
H 0.0848 -2.2670 1.0327 -0.318 0.446 0.247
H -0.6188 2.8013 1.0280 -0.160 -0.218 -0.001
H -0.6062 -0.5498 -1.5814 0.006 0.002 0.418
H -0.5305 1.7602 -1.1625 -0.134 -0.033 0.237
H -1.1231 1.1726 1.8215 0.058 0.175 -0.205
```
Positions in Å, forces in eV/Å.

Mulliken population analysis, charges in e, atoms 1 to 6: atom 1 (Ni): 0.54, atom 2 (O): -0.15, atom 3 (O): -0.76, atom 4 (C): 0.46, atom 5 (C): 0.44, atom 6 (C): -0.23